Record 1
Below is 9 unconnected molecules or ions with the total composition C24H41N9O2P at a distorted geometry, with properties calculated with ωB97M-V/def2-TZVPD.

```
! wB97M-V def2-TZVPD RIJCOSX def2/J DEFGRID3
* xyz -1 1
C -0.19112 -1.44993 2.80365
C -0.86873 -1.61965 1.81538
P -1.73870 -1.93723 0.13328
O -2.50309 -2.44045 -1.35819
C -1.54456 -2.92506 -2.26021
C -1.69049 -4.47054 -2.12794
C -0.06296 -2.45960 -1.85416
N 0.80841 -3.57728 -2.20927
C 2.07920 -3.56308 -1.48042
C 3.25293 -2.93509 -2.23203
C 3.00424 -1.47180 -2.60451
O -0.13878 -2.13197 -0.52921
H 0.63720 -1.28857 3.43678
H -1.83545 -3.31587 0.53581
H -2.99994 -1.63044 0.76648
H -1.75535 -0.54206 -0.26619
H -1.75553 -2.74689 -3.32287
H -1.22330 -4.83702 -1.22181
H -2.74908 -4.72250 -2.02823
H -1.30428 -5.01737 -2.98874
H 0.04530 -1.54763 -2.46463
H 1.02227 -3.44377 -3.19100
H 2.34281 -4.60775 -1.28661
H 2.01093 -3.08679 -0.50613
H 4.11741 -2.96078 -1.56206
H 3.54764 -3.53385 -3.09454
H 3.97862 -1.00949 -2.77615
H 2.52129 -0.88134 -1.83213
H 2.48519 -1.39735 -3.55675
C 0.26268 0.48731 6.54852
C 1.40426 -0.28310 6.06536
N 2.30360 -0.88840 5.68410
H -0.38737 -0.15048 7.14571
H 0.61863 1.31012 7.16713
H -0.30315 0.89349 5.71008
C -1.88144 2.12556 1.79307
C -0.98519 2.00603 2.92920
N -0.28900 1.95691 3.84346
H -2.85859 1.72538 2.05302
H -1.98436 3.17296 1.50831
H -1.48147 1.56157 0.94886
C 2.26751 2.26756 -0.13957
C 2.91724 2.23916 -1.44960
N 3.42874 2.21691 -2.47518
H 2.24346 3.28876 0.23659
H 1.24825 1.89449 -0.22433
H 2.81897 1.64221 0.55994
C 5.81592 4.27083 -3.13402
C 6.05415 5.67100 -2.78132
N 6.24104 6.77093 -2.50489
H 6.70463 3.68039 -2.92065
H 4.98186 3.87728 -2.55783
H 5.58158 4.19110 -4.19305
C -2.60675 -8.00829 -4.15983
C -1.23850 -7.77670 -3.70385
N -0.16300 -7.59348 -3.34501
H -2.59571 -8.43181 -5.16228
H -3.10822 -8.69894 -3.48512
H -3.15083 -7.06552 -4.17409
C 0.26058 5.54809 -1.90313
C -0.29225 4.21215 -1.68297
N -0.72198 3.16068 -1.51028
H 0.69916 5.60535 -2.89716
H -0.52845 6.29202 -1.81637
H 1.02964 5.75653 -1.16202
C -1.09152 5.04332 5.25453
C -1.42371 5.87827 4.10114
N -1.68457 6.53543 3.19525
H -1.02009 5.66079 6.14828
H -1.86357 4.29133 5.40027
H -0.14105 4.54149 5.08636
C -6.13266 1.42154 2.10938
C -5.03424 0.53843 2.50019
N -4.16576 -0.15076 2.80312
H -6.08305 2.34794 2.67865
H -6.06084 1.65036 1.04777
H -7.08522 0.93346 2.30467
*
```

Computed properties:
HOMO-LUMO gap: 6.3 eV
E_HOMO: -0.15501 Ha
relative energy (zero: lowest compared OMol25 entry of this formula, charge and spin): 0.0 kJ/mol

***

Record 2
Below is C3H2O2 in the gas phase at a distorted geometry, with properties calculated with ωB97M-V/def2-TZVPD.

```
! wB97M-V def2-TZVPD RIJCOSX def2/J DEFGRID3
* xyz 0 1
C 0.73262 -0.28783 -0.09682
C -0.65043 -0.36264 -0.22256
C -1.88353 -0.23870 -0.03595
H 2.10410 1.07710 0.23013
H -2.92347 0.07267 0.25922
O 1.09449 0.96876 -0.10321
O 1.52622 -1.22937 -0.03081
*
```

Computed properties:
HOMO-LUMO gap: 10.8 eV
E_HOMO: -0.38944 Ha
relative energy (zero: lowest compared OMol25 entry of this formula, charge and spin): 111.9 kJ/mol
SMILES: C#CC(=O)O

***

Record 3
Below is C4H6BrOP in the gas phase at a distorted geometry, with properties calculated with ωB97M-V/def2-TZVPD.

```
! wB97M-V def2-TZVPD RIJCOSX def2/J DEFGRID3
* xyz 0 1
C -1.18482 0.20930 -1.85790
C 0.38919 -0.20173 2.31053
C 0.12013 0.22166 -1.65714
C 0.86228 -0.44412 1.10195
O 0.29225 2.28968 0.42950
P 0.82826 0.88121 -0.12251
Br 2.93844 1.04390 -0.67856
H -1.61173 -0.20228 -2.75954
H -1.86650 0.61811 -1.12991
H 0.40409 -0.93305 3.10367
H -0.02876 0.76879 2.53321
H 0.82933 -0.17565 -2.37063
H 1.30969 -1.37972 0.79529
*
```

Computed properties:
HOMO-LUMO gap: 10.4 eV
E_HOMO: -0.37137 Ha
relative energy (zero: lowest compared OMol25 entry of this formula, charge and spin): 18.1 kJ/mol
SMILES: C=CP(=O)(Br)C=C

***

Record 4
Below is 10 unconnected molecules or ions with the total composition C19H61N3O10 at a distorted geometry, with properties calculated with ωB97M-V/def2-TZVPD.

```
! wB97M-V def2-TZVPD RIJCOSX def2/J DEFGRID3
* xyz 0 1
C -5.91909 1.30901 5.59113
O -4.71059 0.63165 5.28879
H -6.05450 1.40341 6.66855
H -5.92235 2.36023 5.30295
H -6.82368 0.85267 5.18917
H -4.83260 0.35592 4.37737
C -5.56885 0.25990 -0.28305
O -5.69308 -0.42264 0.92683
H -5.93437 -0.28780 -1.15169
H -6.13748 1.18978 -0.29172
H -4.55003 0.59929 -0.46992
H -5.20646 -1.24176 0.80919
C -0.49909 -0.33274 2.63850
O -0.00095 0.56367 1.59071
H -1.58884 -0.35453 2.62918
H -0.04921 -1.31136 2.47120
H -0.11311 -0.08896 3.62830
H -0.66439 1.22231 1.37245
C -0.79535 -4.68369 -1.36669
O -1.61216 -3.73150 -2.00277
H 0.19191 -4.72265 -1.82700
H -0.64440 -4.38868 -0.32829
H -1.21397 -5.69000 -1.35211
H -1.05406 -2.98673 -2.23823
C 3.85477 1.52981 6.83923
O 4.77990 0.64366 7.44241
H 3.80161 2.51952 7.29284
H 4.04433 1.74880 5.78842
H 2.85576 1.09646 6.79138
H 4.48748 -0.26957 7.39658
C -4.04937 4.45865 1.40659
O -2.74694 3.92259 1.24321
H -4.48938 4.77225 0.45995
H -4.72486 3.71962 1.83745
H -3.93019 5.28896 2.10263
H -2.12119 4.65037 1.26240
C 3.78409 3.81708 1.39443
O 3.51923 2.62206 0.69509
H 2.88843 4.17647 1.90110
H 4.59454 3.72348 2.11728
H 4.17651 4.55354 0.69318
H 2.84068 2.08283 1.10787
C -1.88907 5.18558 -4.58871
C -1.82624 3.67107 -4.84548
C -0.98470 3.29200 -6.11621
O -1.76696 3.44301 -7.25568
C -1.08563 3.14332 -8.48397
N -1.19229 3.10330 -3.65994
H -2.40520 5.47466 -3.67320
H -2.26932 5.76451 -5.43033
H -0.88548 5.55078 -4.37066
H -2.88064 3.40315 -4.91304
H -0.65050 2.25508 -6.08186
H -0.11190 3.93307 -6.24011
H -0.13413 3.66972 -8.55909
H -1.74309 3.41540 -9.30969
H -0.88148 2.08680 -8.65773
H -0.25893 3.47749 -3.56554
H -1.68448 3.51205 -2.87842
C 4.21083 -3.90713 4.93477
C 2.94963 -3.39625 5.64634
C 1.74013 -4.29991 5.36991
O 0.58390 -3.62286 5.70424
C -0.60653 -4.28781 5.38828
N 3.06496 -3.26826 7.06963
H 4.27963 -4.98899 4.82090
H 5.08643 -3.57952 5.49521
H 4.24096 -3.56853 3.89914
H 2.68378 -2.38684 5.33244
H 1.86317 -5.31302 5.75276
H 1.69981 -4.34801 4.28172
H -0.77725 -5.20856 5.94612
H -0.76395 -4.36188 4.31225
H -1.48838 -3.71623 5.67764
H 2.08993 -3.08204 7.25596
H 3.29119 -4.19279 7.40754
C 3.34867 -1.53476 -3.79331
C 2.16000 -1.09998 -4.69139
C 1.87036 -2.20872 -5.73208
O 2.97140 -2.34458 -6.57684
C 2.78876 -3.20907 -7.68442
N 1.10555 -0.90221 -3.67675
H 3.40205 -0.84196 -2.95350
H 4.27675 -1.46286 -4.36040
H 3.16654 -2.54048 -3.41458
H 2.41652 -0.15732 -5.17480
H 1.05479 -1.86216 -6.36678
H 1.52747 -3.15971 -5.32445
H 2.64777 -4.24482 -7.37549
H 3.59067 -3.18330 -8.42224
H 1.90275 -3.01386 -8.28855
H 0.52398 -0.11063 -3.91185
H 1.57905 -0.53730 -2.86266
*
```

Computed properties:
HOMO-LUMO gap: 9.6 eV
E_HOMO: -0.34630 Ha
relative energy (zero: lowest compared OMol25 entry of this formula, charge and spin): 343.2 kJ/mol
SMILES: COC[C@H](C)N.COC[C@H](C)N.COC[C@H](C)N.CO.CO.CO.CO.CO.CO.CO

***

Record 5
Below is 2 unconnected molecules or ions with the total composition C19H31Cl3N2O5S at a distorted geometry, with properties calculated with ωB97M-V/def2-TZVPD.

```
! wB97M-V def2-TZVPD RIJCOSX def2/J DEFGRID3
* xyz 0 1
C 2.44110 -3.19118 0.43513
O 2.27716 -2.30531 1.63452
C 3.52586 -2.58881 2.40980
C 4.59203 -1.32787 2.37854
C 4.41939 -0.32366 1.09422
C 3.45917 0.97320 1.53408
C 3.48624 2.00119 0.24175
C 2.21405 1.73590 -0.78540
O 1.88137 3.12659 -1.20891
C 1.15227 2.93973 -2.48998
O 0.01707 3.51985 -2.88787
O 1.83954 1.92498 -3.32861
C 2.56736 1.13483 -2.29044
C 2.11974 -0.46745 -2.30596
C 0.65640 -0.70217 -3.08153
C 0.14877 -2.25743 -2.97672
C -1.39749 -2.43561 -2.42039
C -1.51892 -2.52513 -0.78473
C -2.42317 -1.28723 -0.12104
C -1.76544 0.16604 -0.49903
S -2.02934 1.51519 0.77317
C -3.85927 1.57023 1.16864
N -5.07674 1.94815 0.35401
N -6.15833 1.74686 1.20141
C -5.63628 1.24895 2.54537
O -4.14953 1.15118 2.55480
H 1.66871 -2.79554 -0.35193
H 2.31521 -4.32753 0.68479
H 3.51910 -2.96491 -0.02281
H 4.08576 -3.55861 1.99675
H 3.16374 -2.79460 3.52009
H 5.67677 -1.82403 2.37367
H 4.40795 -0.72934 3.39141
H 5.47539 0.01888 0.68742
H 3.86259 -0.80566 0.16677
H 3.82541 1.48148 2.53163
H 2.37563 0.50455 1.67201
H 3.42854 3.14251 0.54982
H 4.47377 1.86861 -0.39289
H 1.19277 1.35434 -0.32204
H 3.70481 1.37438 -2.56117
H 2.11244 -0.83370 -1.19483
H 2.91304 -1.03269 -2.98773
H -0.12870 0.10313 -2.75817
H 0.89644 -0.47768 -4.22917
H 0.91801 -2.95554 -2.39375
H 0.14528 -2.68415 -4.09127
H -1.75934 -3.49582 -2.83307
H -2.15640 -1.65354 -2.85723
H -0.49642 -2.57885 -0.21800
H -2.09287 -3.53527 -0.51649
H -3.52714 -1.41058 -0.50441
H -2.44632 -1.51569 1.04795
H -0.58943 0.00560 -0.60754
H -2.16954 0.46960 -1.56950
H -6.26303 0.95346 3.50106
C -8.22089 4.78861 3.01334
Cl -8.14239 4.40133 4.74056
Cl -7.22830 3.65844 2.07675
Cl -9.89897 4.76093 2.44512
H -7.82461 5.79683 2.86808
*
```

Computed properties:
HOMO-LUMO gap: 8.6 eV
E_HOMO: -0.32912 Ha
SMILES: COCCCCC[C@H]1OC(=O)O[C@@H]1CCCCCCCSc1nnco1.ClC(Cl)Cl

***

Record 6
Below is C12H13NO2 in the gas phase at a distorted geometry, with properties calculated with ωB97M-V/def2-TZVPD.

```
! wB97M-V def2-TZVPD RIJCOSX def2/J DEFGRID3
* xyz 0 1
C 1.13923 4.09502 -1.55271
C 0.74367 4.74854 -0.37309
C 1.15838 2.72108 -1.60444
C 0.47449 4.04269 0.76037
C 0.80025 1.94928 -0.50321
C 0.57387 2.61375 0.75405
C 0.63480 0.49840 -0.61618
C 0.49304 1.93002 1.90696
C -0.39172 0.01142 0.23948
C -0.91715 -2.02388 -0.92976
C -1.34633 -1.82085 1.43604
C 0.90874 -2.04799 0.63372
N -0.42079 -1.48882 0.34539
O 1.20403 -0.15770 -1.53301
O 0.56864 1.46430 2.97654
H 1.39703 4.67973 -2.42266
H 0.67349 5.82638 -0.36362
H 1.40473 2.19710 -2.51663
H 0.19897 4.53805 1.67903
H -0.22017 -1.70837 -1.70900
H -0.97907 -3.11164 -0.89045
H -1.89950 -1.60239 -1.13804
H -1.41308 -2.90049 1.56844
H -0.99413 -1.35955 2.35624
H -2.32810 -1.41592 1.20591
H 1.57176 -1.77720 -0.18763
H 1.28621 -1.61193 1.55627
H 0.86201 -3.13189 0.73363
*
```

Computed properties:
HOMO-LUMO gap (spin up / spin down): 5.6 / 6.8 eV
E_HOMO (spin up / spin down): -0.23028 / -0.26272 Ha
relative energy (zero: lowest compared OMol25 entry of this formula, charge and spin): 645.9 kJ/mol

***

Electronic energy list, top to bottom, in Eh: -1923.55646, -265.90863, -3146.61460, -1676.89505, -3006.53740, -670.10949